P | One molecule with the formula C9H8BrNS, computed with the ωB97M-V functional and the def2-TZVPD basis.

- SMILES string = C=C/C=C\N=C(/Br)c1cccs1
- charge = 0
- E_HOMO (eV) = -8.23
- M (g mol⁻¹) = 242.141

Structure (XYZ):
```
20
C9H8BrNS | the OMol25 dataset | the ωB97M-V functional and the def2-TZVPD basis
C 0.91916 0.03316 2.00602
C 1.58265 1.16608 2.05799
C 0.99961 2.45722 1.67974
C 0.23702 2.54202 0.56636
N -0.18995 1.44070 -0.03882
C 0.23269 0.46431 -0.64623
Br 2.36574 0.47080 -1.41947
C -0.42902 -0.66617 -1.15774
C -1.74654 -1.11419 -1.08403
C -2.02171 -2.34262 -1.72418
C -0.90586 -2.78467 -2.38768
S 0.47750 -1.77277 -2.21245
H 1.40967 -0.75481 2.40804
H -0.00597 -0.03864 1.50557
H 2.44089 1.26824 2.82419
H 1.26930 3.27514 2.29219
H -0.30371 3.53497 0.23248
H -2.44551 -0.75315 -0.38661
H -3.09146 -2.77644 -1.60571
H -0.79451 -3.64918 -2.90963
```

Atomic partial charges in e from the natural (NBO) method, atoms 1 to 5: number 1, C, carries -0.369; number 2, C, carries -0.209; number 3, C, carries -0.239; number 4, C, carries -0.025; number 5, N, carries -0.441

***

Q | One molecule with the formula C9H8BrNS, computed with the ωB97M-V functional and the def2-TZVPD basis.

- SMILES string = C=C/C=C\N=C(/Br)c1cccs1
- charge = 0
- E_HOMO (eV) = -8.29
- M (g mol⁻¹) = 242.141

Structure (XYZ):
```
20
C9H8BrNS | the OMol25 dataset | the ωB97M-V functional and the def2-TZVPD basis
C -1.28774 -0.32980 1.62777
C -2.19043 0.48377 1.04432
C -2.72543 0.47296 -0.30884
C -2.14600 0.39087 -1.49435
N -0.81602 0.14726 -1.42061
C 0.01338 0.78756 -0.72611
Br -0.22103 2.60153 -0.03890
C 1.20788 0.17281 -0.42718
C 1.67600 -1.07867 -0.78647
C 2.94825 -1.32328 -0.24278
C 3.37818 -0.26852 0.53369
S 2.36594 1.05080 0.54664
H -1.15754 -0.28382 2.69687
H -0.80889 -1.09853 1.04901
H -2.50594 1.35735 1.61194
H -3.91960 0.42192 -0.21448
H -2.71814 0.49397 -2.42748
H 1.20155 -1.57064 -1.65076
H 3.48314 -2.13196 -0.43192
H 4.22246 -0.29561 1.05963
```

Atomic partial charges in e from the natural (NBO) method, atoms 1 to 5: number 1, C, carries -0.403; number 2, C, carries -0.226; number 3, C, carries -0.251; number 4, C, carries -0.041; number 5, N, carries -0.445

***

Which one sits at the bottom of the stability order? P does.

***

P | C34H30ClN5O4SSbV as an isolated structure, computed with the ωB97M-V functional and the def2-TZVPD basis.

- spin multiplicity = 4
- charge = -1
- E_HOMO (alpha / beta) (eV) = -3.97 / -4.26
- M (g mol⁻¹) = 812.869

Structure (XYZ):
```
77
C34H30ClN5O4SSbV | the OMol25 dataset | the ωB97M-V functional and the def2-TZVPD basis
V -0.89803 -1.09395 -1.18266
C -3.13225 -4.77440 -0.29499
C -2.39670 -3.62827 -0.91829
N -1.69008 -2.80826 -0.21414
N -1.67871 -3.01256 1.13838
C -0.50967 -2.88491 1.70163
N -0.49612 -3.06831 3.06511
S 1.00296 -2.65852 0.88727
C -2.34388 -3.44276 -2.37899
C -2.93421 -4.33311 -3.27019
C -2.77763 -4.13128 -4.63093
C -2.02869 -3.05705 -5.07783
C -1.45738 -2.21628 -4.13569
N -1.61340 -2.40676 -2.82665
H -2.44885 -5.60377 -0.09639
H -3.52715 -4.44967 0.66571
H -3.94696 -5.13203 -0.92084
H -1.37493 -2.88697 3.52601
H 0.32023 -2.69832 3.52565
H -3.50253 -5.17823 -2.91228
H -3.23346 -4.81590 -5.33538
H -1.87678 -2.87153 -6.13176
H -0.84493 -1.36975 -4.42532
O 1.45204 1.43616 -2.09802
Cl 0.64935 0.32953 -2.63139
O 0.71176 0.33848 -4.09344
O 1.25580 -0.95649 -2.14525
O -0.41618 0.14150 0.38362
C -2.86905 -0.04456 -1.22749
C -2.70546 1.34796 -1.57612
C -2.61474 1.78326 -2.91868
C -2.39514 3.10094 -3.24707
C -2.26064 4.07234 -2.24783
C -2.34069 3.66626 -0.91110
C -2.54830 2.34571 -0.58876
C -2.04100 5.44576 -2.57861
N -1.86189 6.55352 -2.84439
H -3.50244 -0.59270 -1.93078
H -3.22038 -0.18416 -0.20286
H -2.70275 1.04441 -3.70831
H -2.31613 3.39772 -4.28582
H -2.22957 4.40667 -0.12718
H -2.57639 2.04331 0.45116
C 1.43948 5.25503 1.48533
C 0.82949 4.66199 0.38952
C 0.77831 3.27742 0.28299
C 1.34029 2.48486 1.27999
C 1.95328 3.08463 2.37907
C 2.00292 4.46776 2.48187
Sb 1.24259 0.36988 1.15000
C 3.21135 -0.03687 0.45592
C 3.84063 1.00166 -0.22094
C 5.15291 0.85060 -0.64651
C 5.83947 -0.32429 -0.37838
C 5.21316 -1.35115 0.31368
C 3.89601 -1.21403 0.73141
C 1.07378 -0.07283 3.21168
C 2.09310 -0.63872 3.96834
C 1.88676 -0.91432 5.31420
C 0.66462 -0.62089 5.90601
C -0.35264 -0.04863 5.15277
C -0.14892 0.22363 3.80664
H 1.47672 6.33476 1.56354
H 0.39242 5.27375 -0.39051
H 0.31213 2.80849 -0.57448
H 2.38543 2.47306 3.16429
H 2.47649 4.93013 3.33940
H 3.30391 1.91361 -0.44504
H 5.63109 1.65168 -1.19550
H 6.86265 -0.44221 -0.71351
H 5.74474 -2.27093 0.52386
H 3.40529 -2.02188 1.25664
H 3.04313 -0.88289 3.50671
H 2.67912 -1.36295 5.90052
H 0.50469 -0.84070 6.95421
H -1.30687 0.17952 5.61125
H -0.94661 0.64781 3.20592
```

Atomic partial charges in e from the Mulliken method, atoms 1 to 5: number 1, V, carries 0.078; number 2, C, carries -1.754; number 3, C, carries 0.592; number 4, N, carries 0.992; number 5, N, carries -1.430

***

Q | C34H30ClN5O4SSbV as an isolated structure, computed with the ωB97M-V functional and the def2-TZVPD basis.

- spin multiplicity = 4
- charge = -1
- E_HOMO (alpha / beta) (eV) = -3.68 / -4.75
- M (g mol⁻¹) = 812.869

Structure (XYZ):
```
77
C34H30ClN5O4SSbV | the OMol25 dataset | the ωB97M-V functional and the def2-TZVPD basis
V -1.35759 1.07884 -0.87661
C -1.91439 5.26988 -0.73222
C -2.05419 3.80252 -0.93318
N -1.21372 2.93517 -0.39099
N -0.21291 3.49996 0.41172
C -0.03541 2.91244 1.55547
N 0.96261 3.45483 2.33525
S -0.97685 1.59741 2.26286
C -3.14113 3.18590 -1.64940
C -4.21526 3.89624 -2.19888
C -5.24052 3.22243 -2.80918
C -5.18705 1.82548 -2.87313
C -4.11155 1.17930 -2.31972
N -3.08953 1.81663 -1.70207
H -2.29166 5.56989 0.25002
H -0.86129 5.54037 -0.76057
H -2.45287 5.82698 -1.49792
H 1.65013 3.99558 1.83573
H 1.31200 2.85799 3.06913
H -4.22674 4.97517 -2.12995
H -6.07628 3.76634 -3.23257
H -5.97224 1.24546 -3.33988
H -4.04007 0.10219 -2.36081
O -0.86214 -2.07775 -0.62352
Cl -1.84014 -1.03134 -0.96980
O -2.86485 -1.64191 -1.80359
O -2.41611 -0.53079 0.32003
O 0.48413 0.43431 -0.21928
C -0.34610 1.37245 -2.77204
C 0.04535 0.09315 -3.39039
C -0.77882 -0.55672 -4.32611
C -0.43479 -1.77216 -4.88455
C 0.76181 -2.39329 -4.53152
C 1.59134 -1.77474 -3.59517
C 1.24094 -0.56099 -3.04153
C 1.14723 -3.64638 -5.14255
N 1.45411 -4.64508 -5.62731
H -1.00806 1.94287 -3.42678
H 0.52647 1.96376 -2.49165
H -1.71741 -0.08956 -4.60465
H -1.08991 -2.25161 -5.60156
H 2.51305 -2.26093 -3.29941
H 1.87618 -0.10375 -2.29349
C 3.76560 -4.41803 0.27938
C 2.63831 -4.24370 -0.51223
C 1.77120 -3.18164 -0.28125
C 2.01453 -2.26455 0.74939
C 3.15673 -2.45532 1.53567
C 4.02418 -3.51919 1.30319
Sb 0.67863 -0.64100 1.30216
C -0.51576 -1.75459 2.63922
C -0.91448 -3.03989 2.28274
C -1.60985 -3.81800 3.19871
C -1.88985 -3.32560 4.46859
C -1.48655 -2.04540 4.81994
C -0.80327 -1.25217 3.90325
C 2.18902 0.41644 2.35779
C 2.30921 0.50510 3.74221
C 3.30697 1.28671 4.31243
C 4.19081 1.98862 3.50027
C 4.07873 1.89931 2.11768
C 3.07982 1.11785 1.54673
H 4.43860 -5.24734 0.09680
H 2.42651 -4.93564 -1.31924
H 0.91560 -3.06081 -0.92997
H 3.39050 -1.77331 2.34366
H 4.90409 -3.63827 1.92555
H -0.70182 -3.42736 1.29492
H -1.93445 -4.81215 2.91607
H -2.43069 -3.93783 5.18040
H -1.71052 -1.65381 5.80470
H -0.53358 -0.23666 4.16039
H 1.62387 -0.03268 4.38786
H 3.39171 1.34984 5.39054
H 4.95947 2.60841 3.94524
H 4.76557 2.44325 1.48105
H 2.97540 1.07288 0.46801
```

Atomic partial charges in e from the Mulliken method, atoms 1 to 5: number 1, V, carries -0.246; number 2, C, carries -1.725; number 3, C, carries 0.616; number 4, N, carries 0.772; number 5, N, carries -1.497

***

Which one sits at the bottom of the stability order? Q does.